ORCA calculation (ωB97M-V with the def2-TZVPD basis set) on a structure of composition C36H32HgN5O4S.

Results
- <S²> = 0.76
- frontier orbital gap (alpha / beta) (eV) = 2.608 / 5.387
- ΔE to the lowest compared entry with this formula, charge and spin (kcal per mole) = 18.3
- spin multiplicity = 2
- total charge = -2
- calculated total energy (Eh) = -2517.36930
- lowest unoccupied orbital energy (alpha / beta) (eV) = 4.2 / 4.2
- highest occupied orbital energy (alpha / beta) (eV) = 1.55 / -1.23
- strongest force on any atom (eV Å⁻¹) = 0.538

Element x y z (Å)
Hg  0.037  0.594  1.715
C  1.125  0.794  6.371
C  1.065  0.281  4.930
O  -0.003  0.455  4.321
C  2.215  -0.386  4.460
C  2.406  -1.025  3.214
C  3.611  -1.938  3.120
N  1.653  -0.893  2.146
N  1.971  -1.775  1.112
C  1.550  -1.402  -0.066
O  0.963  -0.323  -0.396
C  1.790  -2.411  -1.160
C  2.497  -3.594  -0.942
C  2.697  -4.497  -1.974
C  2.190  -4.237  -3.244
C  1.484  -3.064  -3.468
C  1.288  -2.158  -2.433
H  0.458  1.650  6.462
H  2.136  1.077  6.668
H  0.774  0.010  7.048
H  3.028  -0.491  5.168
H  4.175  -1.914  4.052
H  4.252  -1.646  2.288
H  3.288  -2.960  2.914
H  2.878  -3.780  0.053
H  3.250  -5.412  -1.789
H  2.345  -4.946  -4.050
H  1.084  -2.847  -4.452
H  0.745  -1.235  -2.592
O  -3.255  3.298  1.903
C  -2.128  2.745  1.858
N  -1.976  1.418  1.639
C  -3.193  0.713  1.421
C  -3.044  -0.778  1.236
C  -4.171  -1.542  0.897
C  -4.040  -2.900  0.710
C  -2.783  -3.486  0.856
C  -1.725  -2.665  1.198
N  -1.858  -1.352  1.387
C  -0.893  3.520  2.033
C  -0.950  4.897  2.262
C  0.195  5.645  2.415
C  1.459  4.963  2.332
C  1.448  3.611  2.097
N  0.342  2.873  1.939
H  -3.737  1.093  0.538
H  -3.902  0.865  2.252
H  -5.126  -1.045  0.773
H  -4.900  -3.503  0.440
H  -2.630  -4.547  0.706
H  -0.718  -3.053  1.320
H  -1.935  5.343  2.311
H  0.143  6.713  2.591
H  2.404  5.480  2.447
H  2.386  3.066  2.030
O  -0.805  3.026  -1.500
S  -1.069  2.665  -2.906
C  0.467  1.939  -3.519
C  1.460  1.677  -2.592
C  2.640  1.087  -3.026
C  2.820  0.785  -4.368
C  1.818  1.068  -5.291
C  0.633  1.648  -4.866
C  -1.984  1.114  -2.925
C  -2.944  0.910  -3.902
C  -3.632  -0.297  -3.936
C  -3.350  -1.275  -2.993
C  -2.390  -1.051  -2.012
C  -1.706  0.154  -1.963
H  1.291  1.898  -1.546
H  3.402  0.838  -2.299
H  3.738  0.312  -4.696
H  1.958  0.828  -6.338
H  -0.162  1.862  -5.572
H  -3.157  1.691  -4.624
H  -4.390  -0.468  -4.692
H  -3.884  -2.218  -3.014
H  -2.167  -1.818  -1.282
H  -0.951  0.328  -1.202

Löwdin population analysis, charges in e, atoms 1 to 2:
1 Hg 1.1995
2 C -0.0576


ORCA calculation (ωB97M-V with the def2-TZVPD basis set) on a cluster of 9 separate species, C39H76I2NO16 in total.

Results
- frontier orbital gap (eV) = 8.022
- ΔE to the lowest compared entry with this formula, charge and spin (kcal per mole) = 38.7
- total charge = +1
- calculated total energy (Eh) = -3385.30937
- lowest unoccupied orbital energy (eV) = -3.3
- highest occupied orbital energy (eV) = -11.28
- strongest force on any atom (eV Å⁻¹) = 3.160

Element x y z (Å)
C  4.875  -1.493  -0.967
C  3.501  -1.205  -1.702
I  3.648  -0.859  -3.870
C  2.246  -1.156  -1.044
I  2.065  -1.537  1.108
C  0.921  -0.794  -1.876
C  -0.492  -0.822  -1.132
C  -1.163  0.665  -0.966
C  -0.027  1.638  -1.612
N  1.112  0.725  -2.039
H  5.360  -0.476  -0.778
H  5.605  -2.117  -1.570
H  4.763  -2.000  0.044
H  0.844  -1.198  -2.939
H  -1.190  -1.286  -1.893
H  -0.599  -1.325  -0.123
H  -1.455  0.910  0.110
H  -2.081  0.665  -1.644
H  -0.320  2.285  -2.488
H  0.378  2.136  -0.672
H  1.810  0.929  -1.300
H  1.584  1.064  -2.890
O  -4.808  1.117  -1.041
C  -5.436  0.229  -1.571
O  -5.008  -1.042  -1.481
C  -5.758  -2.183  -1.927
C  -5.569  -2.409  -3.413
C  -6.647  0.536  -2.407
H  -6.810  -2.095  -1.645
H  -5.363  -3.041  -1.379
H  -5.931  -1.568  -3.996
H  -6.099  -3.306  -3.737
H  -4.509  -2.523  -3.648
H  -6.325  0.856  -3.399
H  -7.200  1.345  -1.929
H  -7.342  -0.296  -2.502
O  0.907  -5.107  7.080
C  1.090  -5.228  5.893
O  1.041  -4.145  5.091
C  1.402  -4.146  3.705
C  0.251  -4.620  2.844
C  1.285  -6.586  5.279
H  2.315  -4.724  3.537
H  1.651  -3.101  3.460
H  -0.031  -5.648  3.080
H  0.515  -4.569  1.785
H  -0.629  -4.005  3.014
H  0.312  -7.060  5.144
H  1.889  -7.188  5.958
H  1.815  -6.570  4.329
O  1.004  4.955  -0.527
C  1.780  5.027  -1.450
O  2.526  3.953  -1.784
C  3.352  3.865  -2.954
C  4.708  4.499  -2.719
C  1.992  6.323  -2.180
H  2.840  4.279  -3.826
H  3.481  2.800  -3.147
H  4.623  5.564  -2.498
H  5.347  4.378  -3.596
H  5.200  4.037  -1.859
H  2.672  6.951  -1.603
H  1.028  6.826  -2.277
H  2.377  6.204  -3.191
O  0.305  -8.998  3.561
C  0.488  -9.113  2.374
O  0.439  -8.029  1.577
C  0.800  -8.028  0.189
C  -0.355  -8.491  -0.675
C  0.683  -10.469  1.754
H  1.711  -8.608  0.022
H  1.042  -6.993  -0.061
H  -0.647  -9.517  -0.444
H  -0.090  -8.438  -1.733
H  -1.235  -7.867  -0.501
H  -0.291  -10.943  1.619
H  1.287  -11.074  2.431
H  1.213  -10.451  0.804
O  -0.990  -1.969  2.346
C  -1.302  -1.164  3.197
O  -1.109  0.147  2.983
C  -1.588  1.190  3.849
C  -0.631  1.422  5.002
C  -1.820  -1.620  4.532
H  -2.607  0.983  4.182
H  -1.639  2.094  3.239
H  -0.532  0.535  5.631
H  -0.975  2.249  5.626
H  0.368  1.656  4.628
H  -0.977  -1.914  5.162
H  -2.469  -2.482  4.374
H  -2.420  -0.876  5.052
O  2.663  1.044  5.983
C  3.626  0.376  5.693
O  4.817  0.965  5.487
C  6.048  0.255  5.300
C  6.215  -0.177  3.857
C  3.493  -1.105  5.468
H  6.129  -0.579  6.001
H  6.846  0.954  5.559
H  5.425  -0.864  3.546
H  7.178  -0.671  3.712
H  6.160  0.689  3.192
H  3.106  -1.278  4.463
H  2.789  -1.504  6.200
H  4.420  -1.660  5.601
O  -5.445  -1.181  -5.889
C  -4.542  -0.397  -6.065
O  -4.735  0.689  -6.832
C  -3.792  1.760  -6.973
C  -2.747  1.431  -8.021
C  -3.169  -0.664  -5.510
H  -3.353  2.024  -6.008
H  -4.365  2.630  -7.301
H  -2.161  0.552  -7.745
H  -2.064  2.271  -8.160
H  -3.225  1.204  -8.977
H  -2.648  -1.363  -6.167
H  -3.278  -1.110  -4.521
H  -2.563  0.231  -5.378
O  -0.468  8.429  -2.639
C  -0.817  9.199  -1.774
O  -0.692  10.522  -1.961
C  -1.223  11.519  -1.076
C  -0.280  11.778  0.082
C  -1.310  8.690  -0.447
H  -2.230  11.254  -0.748
H  -1.320  12.431  -1.669
H  -0.135  10.884  0.692
H  -0.665  12.573  0.722
H  0.706  12.070  -0.289
H  -0.453  8.428  0.175
H  -1.915  7.799  -0.623
H  -1.947  9.392  0.088

Löwdin population analysis, charges in e, atoms 1 to 2:
1 C -0.1802
2 C -0.6846


> What is the total charge in the first record?

-2


> Look up the total charge of the first one.

-2